(1)
# C3H10N

The ion C3H10N with charge +1 (wB97M-V/def2-TZVPD, OMol25).

Properties
Gap between HOMO and LUMO ... 13.5 eV
Electronic energy ... -4756.7116 eV
Maximum force ... 0.79 eV/A
SMILES string ... CC(C)[NH3+]
Charge ... +1
E_LUMO ... -3.6912 eV
Relative energy (zero: lowest compared OMol25 entry of this formula, charge and spin) ... 3.5 kcal/mol

```
14
Properties=species:S:1:pos:R:3:forces:R:3:nbo_charge:R:1
C -1.127 -0.054 -0.908 0.3 0.0 -0.7 -0.65
C -0.181 -0.302 0.234 0.2 0.2 0.2 -0.03
C 1.182 -0.830 -0.184 0.5 0.1 -0.3 -0.65
N 0.004 1.034 1.003 -0.3 -0.1 -0.2 -0.68
H -2.095 0.319 -0.594 -0.2 0.0 0.1 0.23
H -0.695 0.650 -1.633 0.0 0.0 0.2 0.23
H -1.254 -0.984 -1.468 -0.2 0.1 0.2 0.26
H -0.619 -0.957 0.978 -0.1 -0.2 0.0 0.22
H 1.943 -0.055 -0.331 -0.2 0.2 0.1 0.22
H 1.131 -1.310 -1.159 -0.2 -0.2 0.1 0.26
H 1.599 -1.531 0.529 0.0 -0.1 0.1 0.25
H -0.484 0.995 1.897 0.1 0.1 0.1 0.45
H 0.998 1.205 1.155 -0.1 0.2 0.2 0.45
H -0.402 1.821 0.480 0.3 -0.2 0.1 0.45
```
Forces are in eV/Å.

***

(2)
# C3H10N2

A cluster of 2 separate species, C3H10N2 in total in a non-equilibrium geometry (wB97M-V/def2-TZVPD, OMol25).

Properties
Gap between HOMO and LUMO (spin up / spin down) ... 2.3 / 7.1 eV
Electronic energy ... -6250.2071 eV
Multiplicity ... 2
Maximum force ... 4.00 eV/A
Charge ... -1
E_LUMO (spin up / spin down) ... 3.4711 / 3.3519 eV
Relative energy (zero: lowest compared OMol25 entry of this formula, charge and spin) ... 41.4 kcal/mol

```
15
Properties=species:S:1:pos:R:3:forces:R:3:lowdin_spin:R:1
C 0.791 -3.829 0.341 0.0 -0.1 -0.5 0.38
N -0.377 -3.791 0.977 -0.5 -0.4 -0.1 0.32
H 0.928 -3.527 -0.708 -0.1 -0.1 0.2 0.07
H 1.547 -4.521 0.701 0.3 0.3 0.2 0.05
H -1.118 -3.516 0.318 0.3 0.4 0.2 0.02
C 0.862 2.819 -0.922 3.0 0.0 2.6 0.04
C 0.057 1.842 -0.073 -3.2 -0.4 -2.2 0.06
N -1.371 2.281 -0.012 -0.6 0.9 0.9 0.01
H 0.350 3.409 -1.665 -0.3 -0.4 -0.3 0.00
H 1.773 2.304 -1.268 -0.5 0.0 -0.7 0.02
H 1.391 3.536 -0.228 -0.9 -0.1 -0.5 0.00
H 0.269 1.545 0.944 1.0 0.5 0.1 0.01
H -0.084 0.885 -0.611 0.7 0.2 0.2 0.02
H -1.470 3.182 0.459 0.3 -0.3 0.3 0.00
H -1.808 2.497 -0.901 0.5 -0.5 -0.4 0.00
```
Forces are in eV/Å.

***

(3)
# C3H10N2

A cluster of 2 separate species, C3H10N2 in total in a non-equilibrium geometry (wB97M-V/def2-TZVPD, OMol25).

Properties
Gap between HOMO and LUMO ... 10.2 eV
Electronic energy ... -6250.1430 eV
Maximum force ... 3.13 eV/A
SMILES string ... C=CN.CN
Charge ... 0
E_LUMO ... 1.0183 eV
Relative energy (zero: lowest compared OMol25 entry of this formula, charge and spin) ... 75.8 kcal/mol

```
15
Properties=species:S:1:pos:R:3:forces:R:3:nbo_charge:R:1
C 1.351 -0.104 -2.858 -0.6 0.5 -1.9 -0.46
C 1.260 -1.291 -3.517 -1.9 1.9 -0.3 0.00
N 2.419 -2.014 -3.827 3.1 -0.3 -0.3 -0.89
H 2.222 0.597 -3.144 -0.9 -1.5 1.7 0.21
H 0.403 0.347 -2.512 0.7 0.1 -0.5 0.20
H 0.249 -1.520 -4.127 2.1 -0.3 2.2 0.19
H 3.097 -1.356 -4.348 -1.1 -1.5 1.1 0.37
H 2.939 -2.372 -2.942 -1.4 1.1 -2.1 0.38
C -1.794 0.594 3.579 -1.4 0.9 0.3 -0.43
N -1.897 2.029 4.257 -2.5 -1.0 -0.7 -0.84
H -0.860 0.484 3.022 0.0 0.4 0.2 0.19
H -2.632 0.514 2.800 1.1 -0.1 1.3 0.19
H -1.817 -0.286 4.311 -0.3 1.4 -0.8 0.19
H -2.058 1.899 5.261 0.6 -0.3 -0.2 0.35
H -2.881 2.479 4.043 2.5 -1.4 -0.1 0.35
```
Forces are in eV/Å.

***

(4)
# C3H10N2

A cluster of 2 separate species, C3H10N2 in total in a non-equilibrium geometry (wB97M-V/def2-TZVPD, OMol25).

Properties
Gap between HOMO and LUMO ... 9.8 eV
Electronic energy ... -6251.0728 eV
Maximum force ... 2.52 eV/A
SMILES string ... C=N.CNC
Charge ... 0
E_LUMO ... 0.8720 eV
Relative energy (zero: lowest compared OMol25 entry of this formula, charge and spin) ... 54.3 kcal/mol

```
15
Properties=species:S:1:pos:R:3:forces:R:3:nbo_charge:R:1
C 1.734 -0.888 2.312 -0.4 1.0 -2.1 -0.04
N 2.835 -1.509 2.412 -0.5 0.4 0.9 -0.60
H 1.509 0.075 2.858 0.6 -1.3 0.1 0.16
H 0.966 -0.996 1.456 0.9 -0.5 1.2 0.13
H 3.021 -2.317 1.812 -0.7 0.4 -0.1 0.35
C -0.547 1.507 -1.706 1.6 1.8 0.5 -0.43
N -0.561 0.138 -1.286 -0.1 -0.1 1.7 -0.63
C -1.730 -0.308 -0.495 1.2 -1.8 -0.2 -0.42
H -0.071 1.433 -2.638 0.6 0.7 -1.6 0.20
H -1.465 1.993 -1.821 -2.0 0.0 -0.4 0.19
H -0.002 2.386 -1.158 -0.3 -2.0 0.0 0.16
H 0.333 0.018 -0.804 -0.6 -0.6 0.1 0.35
H -1.902 0.195 0.462 -0.2 0.4 -0.3 0.17
H -1.530 -1.397 -0.221 -0.3 1.3 -0.4 0.20
H -2.589 -0.329 -1.183 0.1 0.3 0.6 0.20
```
Forces are in eV/Å.

***

(5)
# C3H10N2

A cluster of 2 separate species, C3H10N2 in total in a non-equilibrium geometry (wB97M-V/def2-TZVPD, OMol25).

Properties
Gap between HOMO and LUMO ... 10.0 eV
Electronic energy ... -6251.7783 eV
Maximum force ... 2.77 eV/A
SMILES string ... C=CN.CN
Charge ... 0
E_LUMO ... 1.0302 eV
Relative energy (zero: lowest compared OMol25 entry of this formula, charge and spin) ... 38.1 kcal/mol

```
15
Properties=species:S:1:pos:R:3:forces:R:3:nbo_charge:R:1
C -1.934 -1.998 0.494 0.7 -0.4 -1.2 -0.44
C -1.207 -1.103 1.122 0.7 1.4 2.3 0.01
N -0.660 0.174 0.733 0.0 -0.7 -1.2 -0.88
H -2.010 -1.982 -0.590 -0.5 0.3 0.1 0.20
H -2.243 -2.910 0.978 0.0 0.0 0.2 0.20
H -0.933 -1.218 2.174 -0.7 -0.8 0.1 0.15
H 0.345 0.038 0.574 -0.4 0.3 -0.4 0.40
H -0.755 0.842 1.486 -0.1 -0.2 0.2 0.35
C 1.347 1.775 -1.471 -1.4 -0.6 1.4 -0.43
N 1.859 0.650 -0.648 1.4 0.8 -0.2 -0.83
H 2.037 2.601 -1.625 0.2 -0.2 -0.6 0.18
H 0.823 1.356 -2.325 0.5 0.3 -0.5 0.20
H 0.519 2.167 -0.872 0.0 0.2 -0.1 0.20
H 2.220 1.095 0.197 -0.1 -0.2 0.1 0.34
H 2.729 0.336 -1.077 -0.2 -0.3 -0.1 0.35
```
Forces are in eV/Å.

***

(6)
# C3H10N2

The molecule C3H10N2 in a non-equilibrium geometry (wB97M-V/def2-TZVPD, OMol25).

Properties
Gap between HOMO and LUMO ... 10.0 eV
Electronic energy ... -6252.9150 eV
Maximum force ... 1.20 eV/A
SMILES string ... NCCCN
Charge ... 0
E_LUMO ... 1.2143 eV
Relative energy (zero: lowest compared OMol25 entry of this formula, charge and spin) ... 11.8 kcal/mol

```
15
Properties=species:S:1:pos:R:3:forces:R:3:nbo_charge:R:1
N 1.588 1.266 1.340 0.4 0.0 -0.4 -0.84
C 0.911 0.077 0.826 -0.6 1.0 0.3 -0.20
C -0.238 0.491 -0.101 0.0 -0.3 0.7 -0.41
C -1.203 -0.652 -0.402 -0.3 -0.5 -0.4 -0.21
N -1.090 -1.136 -1.781 -0.6 0.5 0.3 -0.86
H 2.338 1.005 1.961 0.1 0.1 0.1 0.36
H 0.980 1.920 1.807 -0.2 -0.1 0.1 0.35
H 1.623 -0.442 0.222 0.6 -0.7 -0.2 0.18
H 0.559 -0.564 1.637 -0.2 -0.2 -0.1 0.16
H 0.225 0.823 -1.023 -0.1 0.4 -0.2 0.20
H -0.772 1.326 0.365 0.1 0.0 -0.2 0.20
H -1.033 -1.489 0.282 0.2 0.1 0.2 0.17
H -2.250 -0.372 -0.246 0.1 0.3 0.1 0.18
H -1.269 -2.120 -1.848 0.4 -0.1 -0.3 0.36
H -0.289 -0.792 -2.277 0.3 -0.4 -0.1 0.36
```
Forces are in eV/Å.

***

(7)
# C3H10N2

A cluster of 2 separate species, C3H10N2 in total in a non-equilibrium geometry (wB97M-V/def2-TZVPD, OMol25).

Properties
Gap between HOMO and LUMO ... 10.4 eV
Electronic energy ... -6251.7492 eV
Maximum force ... 1.92 eV/A
SMILES string ... C=NC.CN
Charge ... 0
E_LUMO ... 0.9434 eV
Relative energy (zero: lowest compared OMol25 entry of this formula, charge and spin) ... 38.7 kcal/mol

```
15
Properties=species:S:1:pos:R:3:forces:R:3:nbo_charge:R:1
C -1.479 -0.250 1.567 0.1 0.4 0.6 -0.07
N -2.288 0.416 0.872 0.5 0.3 -1.4 -0.38
C -1.853 1.834 0.625 -0.3 -1.8 0.7 -0.44
H -1.481 -1.335 1.604 -0.5 0.0 0.2 0.17
H -0.738 0.252 2.215 0.3 -0.1 -0.4 0.13
H -2.678 2.463 0.318 -0.2 0.1 0.3 0.21
H -1.340 2.107 1.544 0.1 1.0 -0.1 0.18
H -1.149 1.773 -0.202 0.1 0.2 0.0 0.21
C 1.591 -0.491 -1.271 1.1 -0.5 0.0 -0.41
N 2.169 -1.827 -1.491 -0.1 -0.8 0.5 -0.83
H 1.494 -0.241 -0.210 -0.4 0.1 0.0 0.16
H 2.306 0.213 -1.698 -0.3 0.2 -0.1 0.19
H 0.653 -0.459 -1.817 -0.1 0.3 0.2 0.20
H 1.681 -2.517 -0.925 -0.3 0.1 -0.3 0.34
H 3.111 -1.938 -1.132 0.1 0.6 -0.2 0.35
```
Forces are in eV/Å.

***

(8)
# C3H10N2

The ion C3H10N2 with charge +1 in a non-equilibrium geometry (wB97M-V/def2-TZVPD, OMol25).

Properties
Gap between HOMO and LUMO (spin up / spin down) ... 10.5 / 5.4 eV
Electronic energy ... -6244.6097 eV
Multiplicity ... 2
Maximum force ... 2.02 eV/A
Charge ... +1
E_LUMO (spin up / spin down) ... -3.1779 / -8.0254 eV
Relative energy (zero: lowest compared OMol25 entry of this formula, charge and spin) ... 5.1 kcal/mol

```
15
Properties=species:S:1:pos:R:3:forces:R:3:lowdin_spin:R:1
N -2.131 1.277 0.387 0.2 -0.3 -0.5 0.04
C -0.967 0.625 0.867 0.5 0.0 0.9 0.02
C -0.073 0.244 -0.327 -0.9 -0.8 0.2 0.08
N 0.980 -0.612 0.104 1.3 1.2 -1.0 0.64
C 1.723 -1.450 -0.804 -0.6 -0.6 0.1 0.08
H -1.918 2.152 -0.068 -0.4 0.2 0.2 0.00
H -2.890 1.294 1.046 -0.1 0.3 -0.1 0.00
H -0.376 1.193 1.609 0.1 0.1 -0.3 0.00
H -1.234 -0.287 1.408 -0.2 -0.1 -0.2 0.00
H -0.682 -0.301 -1.040 -0.1 -0.2 -0.3 0.01
H 0.300 1.121 -0.875 0.3 0.1 0.3 0.04
H 1.566 -0.238 0.855 -0.4 -0.3 0.4 0.01
H 1.121 -2.281 -1.185 -0.2 0.1 0.1 0.02
H 2.012 -0.886 -1.692 0.1 0.3 0.0 0.04
H 2.570 -1.850 -0.286 0.5 -0.2 0.1 0.00
```
Forces are in eV/Å.